Record 1
180
Properties=species:S:1:pos:R:3:forces:R:3 method="wB97M-V/def2-TZVPD" e_tot_ev=-135305.9110 orbital_gap_ev=9.50 multiplicity=1 molar_mass_g_mol=1441.56 homo_ev=-8.98 e_above_lowest_ev=2.0623
H -2.583 0.860 2.593 -0.30 -0.11 0.10
C -5.681 1.274 2.363 0.95 -1.01 -2.62
H -0.427 0.336 3.530 0.18 -0.24 1.05
H -5.372 2.429 -0.824 0.01 0.60 -0.65
C 1.386 3.440 5.433 -0.14 0.34 -0.66
H -5.946 5.140 4.034 0.25 0.34 -0.23
C 2.522 -2.972 4.528 1.01 -0.36 -0.14
C 0.847 -4.112 -2.317 0.61 0.07 -0.34
C 1.504 -1.438 6.070 0.23 -0.04 -0.67
H 2.006 4.608 3.722 -0.03 -0.24 0.14
C 0.638 0.503 1.705 -0.97 -1.01 -1.80
H -0.251 3.369 1.446 -0.19 -0.24 0.22
H 4.991 0.457 0.703 0.12 -1.29 0.12
C 0.202 -1.267 -6.361 -0.17 -0.55 0.21
C -3.357 -3.794 1.165 0.92 0.94 0.25
H -0.807 -2.585 -5.085 0.00 -0.26 0.63
H -5.571 0.063 -1.339 0.05 -0.47 -0.94
H 5.021 5.175 -0.846 0.30 0.48 -0.24
C -1.817 1.072 0.570 -2.23 -0.02 2.27
C -2.529 2.038 -5.618 -0.79 -0.37 0.98
H 3.340 -3.265 3.870 -0.60 0.30 -0.47
H -4.070 -4.162 -6.447 0.21 -0.53 -0.64
C 1.141 -3.697 6.331 -0.29 -1.69 -0.09
H 5.550 -1.363 -1.990 -0.48 -0.47 -0.79
H -3.719 -2.817 0.835 -0.16 -0.62 -0.54
C 5.846 -3.764 0.096 -0.19 0.50 -0.09
H -0.844 1.093 -1.326 0.09 0.08 1.12
C 1.360 -5.356 -2.685 0.46 -0.66 0.53
H -2.992 3.230 -1.951 -0.04 -0.13 -1.94
H 6.852 -3.112 -3.233 -0.80 0.42 -0.01
F 3.020 -0.765 -2.597 -0.21 0.73 0.58
C -1.047 6.635 2.035 -0.83 -1.20 0.25
C 0.529 0.628 0.330 -0.51 0.45 0.38
H 6.823 -3.909 -0.289 0.80 -0.37 -0.10
H -1.851 -5.773 -3.162 0.66 -0.62 0.69
C -3.658 -4.154 -5.459 0.42 -0.04 -0.67
H 1.001 6.852 -3.287 -0.11 0.56 -0.52
C -3.831 4.582 4.175 -0.18 -1.17 0.61
F 0.625 -4.735 7.045 0.04 -0.10 -0.32
F 6.576 -1.697 0.836 0.35 0.54 0.03
H 6.942 1.287 -0.667 -0.59 0.26 0.47
H 2.270 -2.126 -4.693 -0.80 0.52 -0.14
F -1.841 -7.237 2.869 -0.03 0.11 0.11
H -4.862 -2.424 -5.062 -0.37 0.68 -0.64
C -3.079 1.611 -3.363 0.21 -0.35 -1.13
C 5.557 -2.554 0.667 -0.08 -0.19 0.77
C 3.794 -1.598 -3.279 1.31 -0.86 -0.17
C -5.584 0.357 -0.325 0.03 1.15 0.67
H 4.279 3.821 3.719 -0.19 -0.74 0.68
H -6.762 3.566 5.527 -0.78 -0.38 0.46
H -2.415 -3.735 -1.864 -0.53 -0.03 -0.06
C -5.504 2.160 1.261 -0.68 -0.84 1.98
C 6.099 1.936 -0.364 1.15 -0.53 -0.77
H -5.779 -1.612 0.478 -0.10 0.56 0.19
H 0.443 -7.087 0.086 -0.10 0.71 -0.71
H 1.362 -0.421 6.364 -0.13 0.49 0.20
H -2.795 1.333 0.189 0.00 -0.11 -0.17
H -2.111 -2.666 2.495 -0.61 -1.45 0.29
C 0.600 0.397 -4.258 -0.23 -0.85 0.20
C -2.987 3.618 4.731 -1.20 -0.56 0.96
C -3.714 -2.974 -3.439 1.65 -0.27 1.93
C 3.595 3.367 4.465 -0.45 1.30 -1.28
C -2.861 1.112 -4.637 -0.02 1.56 -0.16
H 0.645 5.379 2.641 -1.30 0.20 -0.96
C 3.536 -4.271 0.246 -1.20 0.70 0.53
C -0.354 5.403 2.112 1.13 1.31 0.69
H -3.425 5.344 3.545 0.05 0.32 -0.19
C -5.217 4.467 4.457 0.61 -0.03 0.33
H 2.036 -5.006 4.900 -0.09 0.19 0.26
H -2.446 -5.992 -5.508 -0.27 0.79 0.13
H -2.545 3.484 0.563 -0.57 -0.77 -0.31
H 4.239 -1.253 1.632 -0.41 0.87 0.59
C 3.999 2.282 0.673 -1.95 1.01 -0.25
C -3.526 -5.014 0.562 -0.48 -0.60 0.41
H 3.282 3.284 -3.502 0.69 -0.45 0.05
C -2.479 -5.026 -3.562 0.03 0.99 -2.22
H 4.860 1.846 5.256 0.15 0.40 0.29
C -5.490 1.722 -0.043 0.15 -0.12 0.45
C -5.721 3.515 5.340 1.17 0.84 -1.35
C -0.749 1.008 -0.212 3.16 -1.07 -2.34
H -0.598 -4.953 0.713 0.64 0.36 -1.25
H 7.059 3.657 -1.241 -0.02 -0.28 -0.21
C -2.152 4.345 1.034 0.01 0.18 0.02
C 4.313 -2.195 1.164 0.31 -0.64 -0.99
F 2.936 4.313 0.436 -0.67 0.87 0.18
F 1.813 0.052 2.185 0.12 0.28 0.50
H -4.072 -5.136 -0.352 -0.35 0.12 -0.28
C 0.983 0.803 -5.522 -0.22 0.11 0.14
C 1.877 -3.971 5.204 0.13 -1.65 0.12
C -4.835 2.580 5.833 -1.23 -1.01 1.41
C -1.718 0.782 1.961 -0.87 0.95 -1.68
C 4.041 -3.200 -5.033 0.84 1.13 -0.50
H 0.346 -2.438 7.697 -0.79 0.83 1.29
C 6.166 3.254 -0.778 -0.70 1.47 0.25
C -0.054 -0.791 -4.004 -0.62 -1.58 -1.05
H 2.736 -0.836 4.396 0.16 0.05 0.06
H -2.985 0.095 -4.889 -0.08 -0.98 -0.16
H 2.877 5.541 -4.309 -0.13 -0.24 0.46
H 1.559 -7.470 -2.130 -0.06 0.97 0.37
C 1.147 5.814 -3.106 -0.74 -0.67 1.10
C 3.932 2.399 5.372 0.05 -1.60 -0.40
C -2.543 3.818 -4.042 0.46 1.76 0.34
H 2.722 -4.923 -0.028 -0.16 -0.09 0.16
C 0.240 5.189 -2.245 -0.23 0.60 0.05
H -0.339 3.308 -1.262 -0.08 0.51 0.11
F -5.455 3.474 1.580 0.17 -0.07 -0.62
H -0.626 7.517 2.472 0.17 0.39 0.07
H 0.405 3.883 5.456 -0.17 -0.08 0.16
C 5.823 -2.850 -3.560 1.98 0.01 0.06
C 5.377 -3.462 -4.721 -0.86 -1.12 0.16
C 0.775 -0.039 -6.610 -0.15 0.20 2.06
C 0.912 -2.463 6.822 1.38 0.93 -1.92
H -3.962 5.490 0.762 -0.84 -0.12 -0.46
H 3.041 1.983 1.163 1.13 0.04 -0.20
C 0.529 -6.242 -0.638 -0.59 -0.69 0.95
C 5.107 4.161 -0.528 -1.07 -2.56 1.26
C -2.927 2.939 -3.063 0.12 0.32 2.59
H 1.411 0.360 -0.254 -0.34 0.35 -0.16
C 0.386 3.873 -1.835 0.85 -0.19 -0.34
F -2.451 1.625 -6.873 0.41 -0.32 -1.01
H 1.386 1.789 -5.635 0.40 0.32 -0.23
H -2.315 4.872 -3.739 -0.32 -1.03 -0.59
H -2.838 1.908 5.984 0.64 -0.81 0.45
H -0.409 -1.108 -3.028 0.21 0.36 0.11
F -0.268 -2.725 -0.708 0.44 -0.34 -0.73
C -1.941 -4.860 2.824 0.37 0.39 0.69
C 0.217 -3.941 -1.119 -1.47 -0.45 1.59
C 2.313 -1.680 4.919 -1.15 1.03 1.65
H -5.129 1.826 6.556 -0.44 0.00 -0.11
H 3.225 0.981 6.821 -0.01 0.01 0.15
H -1.993 4.012 -6.133 -0.33 0.10 0.09
C -4.089 -3.067 -4.727 -0.75 -0.38 0.25
H 3.651 -3.540 -5.956 -0.52 -0.79 -0.66
C 1.748 2.455 6.334 -0.85 -0.14 -0.35
C 3.273 -2.237 -4.373 0.69 -1.21 -0.07
C -3.519 2.583 5.548 1.56 2.08 -1.67
H 0.825 0.890 -3.357 0.37 1.44 0.45
C -2.848 -3.909 -2.850 -0.13 0.32 0.38
C -2.950 5.488 1.067 1.51 0.80 0.56
C -0.055 -5.007 -0.266 0.90 -1.13 0.27
C -0.263 -1.654 -5.079 0.43 1.12 -1.37
F -1.637 3.648 4.635 -0.53 0.27 -0.46
C 4.810 -4.647 -0.086 -0.01 -0.71 -0.78
H 1.673 2.134 -1.922 0.20 1.16 -0.24
C -3.048 -6.185 1.172 -1.02 0.22 -0.90
C 2.277 3.833 4.432 0.43 0.23 1.10
F -3.035 7.807 1.598 -0.68 0.77 -0.08
C -5.736 -0.094 2.025 -0.95 0.37 0.92
F -0.817 5.983 -1.839 0.64 -1.05 -0.15
H -5.598 1.579 3.377 -0.27 0.47 0.55
C 5.011 1.436 0.332 0.63 0.79 0.08
C 1.217 -6.455 -1.838 -0.66 0.18 0.27
H 0.155 -1.974 -7.161 -0.32 -0.28 -0.51
C -5.719 -0.537 0.700 0.14 -1.04 0.49
H -5.979 -0.809 2.837 0.56 0.40 -0.59
C -2.374 6.667 1.554 2.02 -1.93 0.12
C -2.309 -6.107 2.304 0.73 0.84 0.67
F -4.098 -1.932 -2.661 -0.14 0.02 -0.24
F 0.787 2.022 7.228 1.02 0.20 -0.60
H 2.015 -5.535 -3.528 -0.36 0.60 -0.44
C -0.867 4.250 1.559 -0.53 0.89 -0.44
F 1.164 0.356 -7.814 0.06 -0.14 -0.60
C 1.570 3.202 -2.237 -1.31 -0.50 0.61
C -2.487 -3.705 2.253 0.90 0.54 0.14
C 5.110 -1.872 -2.878 -0.38 0.34 0.82
C 2.971 1.840 6.218 0.42 0.21 0.77
C -0.515 0.515 2.492 1.66 0.06 0.67
H -3.364 0.926 -2.632 -0.40 -1.03 1.34
C -2.775 -5.095 -4.954 -0.69 -0.80 1.15
H 0.982 -3.237 -2.905 0.24 0.49 -0.61
C 3.256 -3.039 0.885 -1.47 -0.64 0.05
C 2.473 3.821 -3.071 -0.42 -0.43 -0.55
C 2.216 5.086 -3.560 0.71 0.82 -0.50
H 4.966 -5.606 -0.593 0.03 0.41 0.26
H 2.166 -2.777 1.160 1.98 -0.38 -0.42
H 5.965 -4.259 -5.278 -0.75 1.34 0.83
H -3.377 -7.131 0.774 0.33 -0.26 -0.11
C -2.385 3.376 -5.344 0.82 0.40 -0.22
H -1.222 -4.778 3.666 -0.59 -0.20 -0.66
C 4.020 3.591 0.193 1.67 -0.16 -0.69

Record 2
88
Properties=species:S:1:pos:R:3:forces:R:3 method="wB97M-V/def2-TZVPD" e_tot_ev=-78105.0970 orbital_gap_ev=6.78 multiplicity=1 molar_mass_g_mol=689.88 homo_ev=-6.72
S -1.163 -2.425 1.357 0.81 -5.67 0.94
H -3.406 -3.757 0.109 0.13 -0.25 -0.09
C 5.632 -0.350 0.355 1.61 0.33 0.64
C -3.831 -0.728 -0.074 0.40 1.03 0.49
C 7.405 0.942 2.131 -0.49 -0.42 -0.51
C 3.170 1.592 0.365 0.35 1.53 -0.54
H -6.778 3.491 1.204 0.28 0.00 -0.16
H 0.811 4.057 -1.290 -0.18 -0.30 0.31
C -5.551 1.017 0.243 1.79 -0.52 0.36
H -2.120 -7.757 -0.786 0.04 0.20 0.44
C -5.089 -0.302 0.357 -0.58 -1.20 -0.08
C 7.035 -0.517 0.208 -0.92 0.20 0.19
C -3.234 1.577 -0.331 2.57 -1.64 0.45
N 1.752 1.879 0.495 -1.04 0.41 0.51
S 0.702 -2.347 -0.902 1.81 -1.92 -1.57
H 2.088 0.326 -4.624 -0.03 -0.20 -0.28
C 1.490 -0.940 -3.026 -0.27 0.40 0.23
H 3.353 1.123 -0.641 0.15 0.19 0.94
H -0.488 3.159 -0.428 0.53 0.23 0.09
H 0.629 4.647 2.229 0.11 -0.36 -0.03
H -8.484 0.584 1.548 -0.13 -0.07 -0.06
C -1.492 -4.272 0.917 -1.02 -0.68 0.10
N 2.727 3.918 0.341 0.41 -0.30 0.35
H -0.840 1.785 1.188 -1.12 -0.59 -1.04
H 0.315 -5.241 1.730 -0.41 0.30 -0.43
C 2.953 5.327 0.409 -0.31 -0.04 -0.01
H -3.682 -1.788 -0.294 -0.09 0.62 0.82
O 0.448 -3.778 -0.792 0.65 1.63 0.24
C 0.191 -2.535 -4.953 0.38 -0.30 0.86
H 3.140 -0.193 1.375 -0.02 -0.32 0.57
O -2.361 -1.819 1.916 1.55 -0.26 0.11
H -0.059 4.817 0.051 0.19 -0.43 -0.08
C 5.152 0.477 1.386 0.06 -0.65 -0.48
C 0.355 3.855 -0.306 0.09 0.35 -0.15
C -1.983 -6.834 -0.213 0.21 0.21 -0.79
C 0.925 -1.398 -5.294 -0.15 0.17 0.03
C -0.809 -6.630 0.536 -0.42 0.78 0.26
H 2.359 5.822 -0.325 -0.55 0.54 -0.58
O 1.911 -1.696 -0.388 -1.50 -1.00 -0.15
H 3.975 5.558 0.224 0.84 -0.13 -0.21
H 9.002 0.053 0.955 -0.87 -0.06 0.12
N -6.773 1.429 0.703 -0.20 -0.39 -0.60
H -0.046 -7.442 0.621 -0.81 0.90 0.10
H -5.725 -1.063 0.851 0.41 0.34 -1.03
H -6.943 3.157 -0.568 -0.16 -0.56 1.04
H -3.791 -5.904 -1.074 0.69 -0.12 0.73
H 0.275 2.937 2.547 0.48 0.20 -0.37
H 2.708 5.708 1.376 -0.27 0.37 0.82
C 1.441 3.345 0.678 -0.58 -1.31 -0.09
C -1.363 -0.132 0.003 1.12 -1.59 -2.32
C -0.593 -5.357 1.124 0.20 -0.01 0.15
H -4.839 2.927 -0.402 0.08 0.09 0.01
H 7.430 -1.144 -0.602 -0.19 0.30 0.43
C 1.041 3.626 2.146 0.12 0.54 0.22
C 6.015 1.092 2.265 1.20 0.07 0.21
C -0.541 0.893 0.622 4.10 0.81 1.09
H 1.050 -1.158 -6.326 -0.15 0.20 -0.60
H -0.354 -3.840 -3.259 0.12 0.59 -0.21
C -4.567 1.891 -0.253 -0.39 1.57 0.13
H 1.937 3.604 2.791 -0.38 -0.26 -0.22
C 1.539 -0.570 -4.356 0.14 -0.48 -0.01
C 3.777 3.058 0.307 0.66 -1.03 -0.40
H -2.364 2.285 -0.422 -1.64 -0.18 -0.20
H -8.271 2.915 0.584 -0.16 -0.44 -0.10
C -2.765 0.229 -0.159 -3.15 -0.11 -1.36
C 0.132 -2.919 -3.610 -0.14 0.60 0.44
C -7.414 0.646 1.745 -0.43 0.72 0.59
H -7.314 1.164 2.731 0.11 -0.47 -0.49
C -2.669 -4.553 0.213 -0.02 -0.10 -0.13
H 5.597 1.698 3.067 0.17 -0.02 -0.15
H 1.345 -0.106 0.567 0.18 -0.40 -0.88
C -7.197 2.791 0.466 0.09 0.59 -0.22
C -0.955 -1.574 -0.315 -2.35 -1.56 2.39
C 7.904 0.132 1.093 0.40 0.42 0.14
C 3.693 0.731 1.522 -0.53 0.24 -0.66
H 8.076 1.460 2.816 -0.11 -0.20 -0.20
H 3.418 1.210 2.480 0.15 -0.33 -0.42
C 0.733 -2.053 -2.683 0.15 0.09 0.81
O 0.164 -2.613 1.989 -1.73 1.84 -0.30
C -2.910 -5.802 -0.404 0.28 0.55 0.45
C 0.849 0.837 0.536 -1.17 1.38 0.66
H 4.956 -0.873 -0.305 -0.15 0.00 -0.08
O 4.956 3.376 0.181 -1.42 -0.50 0.24
H -0.571 -0.514 -0.985 -1.55 2.96 -1.75
F -1.913 -2.294 -1.161 2.32 2.20 0.99
H -0.306 -3.163 -5.686 0.26 0.21 -0.09
H 2.028 -0.385 -2.239 -0.48 -0.25 -0.57
H -7.031 -0.380 1.823 -0.14 0.71 -0.03